(1)
Computed, not measured: a cluster of 2 separate species, CH2NO2 in total at a distorted geometry, with ωB97M-V with the def2-TZVPD basis set.

Atoms and positions in Å:
O -1.2792 2.5381 -0.1295
O 0.8600 -1.8156 0.1074
N 0.0794 0.5733 -0.6712
C -0.6778 1.4823 -0.2127
H 0.9705 -2.2871 0.9881
H 0.0469 -0.4909 -0.0821

The calculation puts the molar mass at 60.03 g/mol. The energy above the lowest of the compared OMol25 structures with the same formula, charge and spin comes out at 43.68 kcal per mole. The calculation puts the gap between HOMO and LUMO at 7.74 eV. The calculation puts the HOMO energy at -0.1353 hartree. As for the net charge: -1.

(2)
Computed, not measured: the ion CH2NO2S2 with charge -1 at a distorted geometry, with ωB97M-V with the def2-TZVPD basis set.

Atoms and positions in Å:
S 1.4477 -1.3611 0.1190
S 0.9685 1.6113 -0.0092
O -1.2362 -1.4016 0.1067
O -1.6859 0.7895 0.1754
N 0.5226 -0.0077 0.4667
C -1.0023 -0.2711 0.1304
H -0.3312 1.7717 0.2110
H 1.3167 -1.1309 -1.1998

The calculation puts the molar mass at 124.17 g/mol. The multiplicity is 3. The energy above the lowest of the compared OMol25 structures with the same formula, charge and spin comes out at 21.02 kcal per mole. The calculation puts the gap between HOMO and LUMO (spin up / spin down) at 4.07 / 6.95 eV. The calculation puts the HOMO energy (spin up / spin down) at -0.0240 / -0.1727 hartree. As for the net charge: -1.